The following is a quantum chemistry calculation of an isolated ion of composition C5H10N2O and charge +1 at a distorted geometry, from OMol25.

Computed properties:
E_tot = -380.90570 Eh
LUMO (alpha / beta) = -4.1 / -8.2 eV
energy relative to the best compared isomer or geometry (same formula, charge and spin) = 2.014 eV
total charge = +1
2S+1 = 2

```
18
Properties=species:S:1:pos:R:3:forces:R:3:lowdin_spin:R:1
O -0.803 2.467 0.747 0.0 -0.5 0.1 0.361
C -0.473 1.511 0.138 -0.5 1.9 -0.6 0.124
C -0.678 1.224 -1.320 -0.9 -0.6 -0.6 0.053
C 0.231 0.140 -1.865 1.0 0.7 0.5 0.011
C -0.003 -1.215 -1.226 -1.2 -0.1 -0.1 0.023
N 0.861 -1.307 2.351 0.1 -0.4 -0.7 0.017
C 0.732 -1.683 1.013 -0.3 0.4 2.0 0.042
N 0.006 -1.008 0.215 1.2 -0.3 -0.5 0.265
H 0.132 0.722 0.693 0.0 -1.2 0.0 0.072
H -0.673 2.156 -1.883 0.5 0.2 0.2 0.003
H -1.717 0.890 -1.470 0.0 0.0 0.5 0.002
H 0.158 0.187 -2.949 0.1 -0.5 0.0 0.003
H 1.260 0.370 -1.554 0.0 0.3 -0.6 0.000
H -1.011 -1.593 -1.440 0.2 0.0 -0.2 0.001
H 0.723 -1.946 -1.587 0.1 0.0 0.3 0.007
H 0.331 -1.830 3.049 0.6 -0.2 -0.3 0.001
H 0.728 -0.327 2.466 -0.4 0.7 0.4 -0.001
H 1.323 -2.554 0.753 -0.4 -0.4 -0.4 0.014
```
Positions in Å, forces in eV/Å.

***

The following is a quantum chemistry calculation of an isolated ion of composition C5H10N2O and charge +2 at a distorted geometry, from OMol25.

Computed properties:
E_tot = -380.56108 Eh
LUMO = -9.8 eV
energy relative to the best compared isomer or geometry (same formula, charge and spin) = 1.006 eV
total charge = +2
SMILES = [NH3+]/C=C/C=[NH+]\C=C\O

```
18
Properties=species:S:1:pos:R:3:forces:R:3:mulliken_charge:R:1
N -1.249 -2.333 0.175 -0.4 -0.4 0.2 -0.272
C -0.478 -1.085 0.266 0.1 0.5 0.8 -0.232
C -0.865 -0.104 1.092 -0.4 -1.1 -0.7 -0.460
C -0.128 1.077 1.465 0.7 0.6 0.2 -0.166
N 0.929 1.582 0.895 -1.0 0.1 1.0 0.006
C 1.467 1.332 -0.336 0.7 -0.7 -1.9 -0.302
C 0.735 0.981 -1.431 -0.1 1.1 0.7 -0.290
O 1.337 0.756 -2.565 0.4 -0.2 -0.3 -0.393
H -2.240 -2.152 -0.062 0.3 -0.1 0.0 0.421
H -1.249 -2.856 1.068 0.0 0.1 -0.2 0.401
H -0.859 -2.960 -0.545 -0.2 0.1 0.2 0.392
H 0.453 -1.105 -0.278 -0.1 -0.1 -0.1 0.466
H -1.791 -0.219 1.650 0.0 0.0 0.0 0.402
H -0.452 1.545 2.389 0.2 0.1 -0.1 0.414
H 1.436 2.296 1.427 -0.3 -0.1 0.0 0.336
H 2.527 1.519 -0.456 0.0 0.0 0.2 0.393
H -0.353 0.984 -1.395 0.0 -0.1 -0.2 0.479
H 0.779 0.741 -3.359 -0.1 0.0 0.2 0.407
```
Positions in Å, forces in eV/Å.